(1)
Formula: C17H29ClGeN2O3S2Tl
Source: the OMol25 dataset
Level of theory: the ωB97M-V functional and the def2-TZVPD basis

As for the total charge: -2. The expectation value of S² is 0.768. Its spin multiplicity is 2. For the LUMO energy (spin up / spin down), the calculation gives 4.387 / 4.025 eV. The orbital gap (spin up / spin down) comes out at 5.711 / 5.646 eV. The calculation puts the relative energy (zero: lowest compared OMol25 entry of this formula, charge and spin) at 57.7 kJ/mol.

Last column: Mulliken spin population.
Positions of all 56 atoms, in Å:
Tl -0.706 -0.994 -0.670  0.156
C 2.789 -0.859 -2.229  -0.004
C 2.668 0.311 -1.239  0.002
C 4.061 0.645 -0.671  0.000
C 2.118 1.536 -1.981  -0.005
O 1.814 -0.086 -0.221  0.013
Ge 1.260 0.935 1.316  -0.007
O -0.258 1.533 0.351  0.061
C -1.239 2.452 0.694  0.008
C -0.610 3.809 1.061  0.002
C -2.057 1.937 1.885  -0.004
C -2.155 2.637 -0.524  -0.001
O 0.257 -0.588 1.953  0.016
C 0.598 -1.511 2.922  0.005
C 0.930 -0.820 4.259  0.001
C -0.618 -2.434 3.129  0.004
C 1.810 -2.347 2.483  -0.055
H 3.439 -0.601 -3.064  0.000
H 3.186 -1.736 -1.723  0.000
H 1.799 -1.106 -2.608  0.000
H 4.754 0.906 -1.469  0.000
H 3.975 1.483 0.020  0.000
H 4.448 -0.212 -0.125  0.000
H 2.755 1.805 -2.823  0.000
H 1.118 1.306 -2.341  -0.002
H 2.045 2.376 -1.291  0.000
H 0.038 3.691 1.930  0.000
H -0.010 4.171 0.229  0.000
H -1.388 4.537 1.289  0.000
H -1.403 1.815 2.747  0.000
H -2.869 2.620 2.134  0.000
H -2.463 0.963 1.627  -0.001
H -1.572 2.971 -1.380  -0.001
H -2.604 1.682 -0.783  -0.002
H -2.946 3.358 -0.320  0.000
H 0.098 -0.186 4.559  0.000
H 1.121 -1.561 5.035  0.000
H 1.811 -0.193 4.134  0.000
H -1.458 -1.855 3.507  -0.001
H -0.909 -2.855 2.169  -0.005
H -0.389 -3.238 3.829  0.000
H 2.664 -1.687 2.342  0.000
H 2.054 -3.117 3.215  -0.002
H 1.581 -2.806 1.528  0.019
S -1.556 0.116 -3.340  0.081
C -3.163 -0.360 -2.986  -0.004
S -3.705 -0.716 -1.397  0.094
C -4.093 -0.418 -4.037  -0.026
C -3.799 -0.042 -5.346  0.013
N -3.635 0.259 -6.451  0.001
C -5.407 -0.852 -3.873  0.008
N -6.508 -1.206 -3.824  0.001
Cl 0.323 -4.486 -2.254  0.062
C 0.465 -3.529 -0.780  0.588
H 1.522 -3.349 -0.621  -0.013
H 0.021 -4.107 0.027  -0.002

(2)
Formula: C20H32N4O2SSiV
Source: the OMol25 dataset
Level of theory: the ωB97M-V functional and the def2-TZVPD basis

As for the total charge: +1. For the LUMO energy, the calculation gives -4.051 eV. The orbital gap comes out at 7.436 eV. The calculation puts the relative energy (zero: lowest compared OMol25 entry of this formula, charge and spin) at 112.8 kJ/mol.

Last column: Löwdin charge in e.
Positions of all 61 atoms, in Å:
V -0.424 -0.346 -0.220  0.650
N -7.019 -1.492 1.502  0.142
C -5.795 -1.698 0.957  -0.295
C -4.628 -1.398 1.684  -0.004
C -3.387 -1.576 1.120  -0.051
C -3.292 -2.064 -0.182  -0.314
C -4.432 -2.379 -0.918  -0.050
C -5.669 -2.195 -0.354  -0.005
S -1.738 -2.245 -0.960  0.698
O -0.699 -2.052 0.140  -0.362
O -1.588 -3.452 -1.682  -0.198
N -1.420 -0.935 -1.845  -0.114
C -2.127 0.232 -1.723  -0.473
N -1.375 1.175 -1.122  0.019
C -1.848 2.424 -1.071  -0.050
C -3.090 2.712 -1.586  0.005
C -3.839 1.641 -2.075  -0.051
N -3.373 0.399 -2.136  0.188
H -7.105 -1.277 2.478  0.111
H -7.841 -1.804 1.018  0.110
H -4.712 -1.035 2.701  0.121
H -2.498 -1.354 1.694  0.108
H -4.338 -2.771 -1.923  0.131
H -6.565 -2.436 -0.913  0.122
H -1.217 3.178 -0.618  0.131
H -3.478 3.719 -1.596  0.120
H -4.854 1.780 -2.431  0.129
C 3.086 -0.219 0.747  -0.184
Si 2.056 -0.284 -0.848  0.807
C 2.535 -1.918 -1.774  -0.635
C 1.673 -2.174 -3.017  -0.083
C 4.003 -1.845 -2.218  -0.085
C 2.394 -3.093 -0.795  -0.093
C 2.338 1.392 -1.805  -0.627
C 1.922 2.567 -0.907  -0.100
C 3.830 1.557 -2.126  -0.085
C 1.557 1.433 -3.126  -0.087
H 4.151 -0.304 0.516  0.037
H 2.830 -1.037 1.423  0.032
H 2.933 0.720 1.281  0.029
H 1.820 -1.398 -3.769  0.069
H 0.613 -2.228 -2.784  0.043
H 1.956 -3.130 -3.467  0.096
H 4.153 -1.088 -2.987  0.063
H 4.297 -2.810 -2.640  0.095
H 4.672 -1.627 -1.382  0.081
H 1.382 -3.187 -0.402  0.056
H 3.084 -2.992 0.045  0.079
H 2.634 -4.025 -1.313  0.095
H 2.607 2.672 -0.065  0.083
H 0.916 2.436 -0.513  0.021
H 1.961 3.497 -1.483  0.093
H 4.445 1.488 -1.227  0.083
H 3.992 2.542 -2.573  0.095
H 4.177 0.809 -2.839  0.061
H 0.494 1.246 -2.983  0.055
H 1.940 0.692 -3.829  0.069
H 1.669 2.416 -3.594  0.091
C -0.144 0.716 1.207  -0.118
H 0.256 0.096 2.027  0.030
H -0.339 1.729 1.549  0.015

(3)
Formula: C2H4ClNO3
Source: the OMol25 dataset
Level of theory: the ωB97M-V functional and the def2-TZVPD basis

As for the total charge: 0. Its SMILES is O=[N+]([O-])[C@H](Cl)CO. For the LUMO energy, the calculation gives -0.468 eV. The orbital gap comes out at 10.890 eV. The calculation puts the relative energy (zero: lowest compared OMol25 entry of this formula, charge and spin) at 451.1 kJ/mol.

Last column: Löwdin charge in e.
Positions of all 11 atoms, in Å:
O 0.778 1.859 0.936  0.100
N 1.076 0.950 0.215  -0.462
O 1.880 0.958 -0.681  0.066
C 0.393 -0.347 0.436  -0.561
Cl 1.700 -1.641 0.415  0.636
C -0.732 -0.640 -0.527  -0.299
O -1.856 0.155 -0.177  -0.077
H -0.281 -0.258 1.493  0.207
H -1.068 -1.613 -0.356  0.098
H -0.389 -0.555 -1.598  0.147
H -1.501 1.134 -0.155  0.145

(4)
Formula: C18H26INO5S
Source: the OMol25 dataset
Level of theory: the ωB97M-V functional and the def2-TZVPD basis

As for the total charge: 0. For the LUMO energy, the calculation gives 0.125 eV. The orbital gap comes out at 9.173 eV.

Last column: Löwdin charge in e.
Positions of all 52 atoms, in Å:
C 1.138 0.011 -4.584  -0.116
C -0.077 0.165 -3.548  -0.336
C 0.384 0.320 -2.057  -0.559
I 1.095 2.387 -1.957  0.983
C -0.630 -0.218 -0.925  -0.320
N -0.027 -1.518 -0.553  -0.061
C 0.243 -2.472 -1.663  -0.048
C -0.608 -2.380 0.438  -0.471
C 0.448 -3.232 1.288  -0.013
O -1.762 -2.663 0.670  0.098
C -2.092 -0.528 -1.456  -0.170
O -2.752 0.480 -2.243  -0.345
S -3.950 1.300 -1.436  1.000
O -5.025 0.372 -1.088  -0.379
O -3.207 1.775 -0.017  -0.270
C -1.814 2.053 -0.172  -0.443
O -1.549 3.208 0.642  -0.018
C -0.838 0.835 0.242  -0.183
C -1.440 0.373 1.611  -0.129
C -0.464 -0.132 2.735  -0.140
C 0.954 0.485 2.793  -0.193
C 2.155 -0.077 2.156  -0.036
C 3.479 0.526 2.275  -0.089
C 3.704 1.736 3.055  -0.087
C 2.515 2.343 3.684  -0.079
C 1.181 1.733 3.560  -0.031
H 0.921 -0.758 -5.373  0.075
H 2.100 -0.162 -4.039  0.066
H 1.253 0.985 -5.144  0.069
H -0.580 1.130 -3.848  0.077
H -0.809 -0.645 -3.778  0.097
H 1.395 -0.172 -1.971  0.060
H 1.328 -2.354 -1.965  0.105
H -0.368 -2.348 -2.587  0.090
H 0.145 -3.557 -1.375  0.112
H 1.505 -3.021 0.997  0.071
H 0.249 -4.301 0.970  0.090
H 0.238 -3.196 2.381  0.082
H -2.215 -1.493 -2.008  0.139
H -2.726 -0.668 -0.527  0.113
H -1.658 2.427 -1.215  0.090
H -0.621 3.456 0.466  0.075
H 0.113 1.378 0.525  0.095
H -2.259 -0.401 1.524  0.121
H -1.983 1.236 2.101  0.130
H -0.351 -1.253 2.797  0.089
H -0.943 0.116 3.731  0.125
H 2.072 -1.013 1.562  0.075
H 4.353 0.023 1.787  0.097
H 4.726 2.169 3.166  0.095
H 2.696 3.270 4.284  0.093
H 0.358 2.269 4.090  0.106

(5)
Formula: C2H5N2S2
Source: the OMol25 dataset
Level of theory: the ωB97M-V functional and the def2-TZVPD basis

As for the total charge: +1. For the LUMO energy, the calculation gives -4.675 eV. The orbital gap comes out at 8.491 eV. The calculation puts the relative energy (zero: lowest compared OMol25 entry of this formula, charge and spin) at 178.3 kJ/mol.

Last column: Löwdin charge in e.
Positions of all 11 atoms, in Å:
C 0.194 -0.095 -0.003  -0.282
C 1.951 0.280 -0.783  -0.946
N 0.163 -1.089 0.834  0.183
N -0.697 0.883 -0.079  0.176
S 2.928 1.058 0.473  0.619
S 3.085 -0.966 -0.304  0.613
H 2.015 0.684 -1.877  0.108
H 0.927 -1.717 1.098  0.113
H -0.463 -0.805 1.565  0.138
H -0.804 1.277 -0.948  0.089
H -1.725 0.735 0.216  0.189

For reference, DFT total energy by record: -4506.45189 -2782.16825 -819.13840 -1828.17519 -984.76689 Ha.